138
Properties=species:S:1:pos:R:3:forces:R:3 method="wB97M-V/def2-TZVPD" homo_ev=-8.834 smiles=COCCNCCOC.COCCNCCOC.OCCO.OCCO.OCCO.OCCO.OCCO.OCCO.OCCO.OCCO.OCCO e_tot_ev=-80485.4511 lumo_energy_ev=0.178 homo_lumo_gap_ev=9.01
H -1.94228 6.01408 4.02185 -0.468 -0.081 -0.197
H -3.63722 -4.56041 3.72879 -0.102 0.077 -0.043
H -5.85519 7.18069 4.00178 -0.234 -0.246 0.426
H 2.79976 -1.60454 -7.38294 -0.126 -0.194 0.409
O -2.20215 -0.89733 -5.84117 0.382 -0.357 -0.820
H -2.32685 1.37028 -7.31190 -0.035 -0.117 -0.109
H 1.13507 4.00960 5.58289 -0.149 -0.190 -0.308
H 1.78767 -2.21654 -8.72704 0.304 -0.059 0.024
C 1.78696 -1.25241 3.16807 0.989 0.466 0.237
H 0.94988 -2.83420 -3.00231 0.431 0.328 0.204
O -5.55670 5.19502 4.67055 -0.026 0.864 0.167
O -3.80416 3.10666 0.08667 0.074 0.044 -0.478
O 5.54223 -1.98730 -1.18195 -0.113 -0.437 0.304
H -3.76343 4.96673 5.70895 -0.072 -0.383 0.607
H -3.07889 2.05510 -4.65954 0.139 0.333 -0.155
O 1.49539 -7.20681 4.22735 0.558 0.425 0.443
O 0.33978 1.45811 0.96734 -0.192 -0.457 0.380
H 2.12702 -5.21334 4.79680 0.436 -0.862 0.817
H 2.73700 -1.22904 3.70190 0.356 -0.058 -0.020
C -1.88845 -5.49215 -0.94252 0.642 -0.273 0.158
O 0.05732 -0.92853 -2.51087 0.340 1.135 -1.425
C 3.30231 -5.91225 3.12978 0.045 0.127 -0.315
O 1.20765 0.04670 3.25803 -1.177 -0.902 0.311
H -2.47041 2.09896 -0.99030 -0.061 -0.514 -0.832
H -1.13890 4.33994 4.80220 0.292 -0.771 -0.518
H 1.16424 0.10432 5.44514 0.059 -0.512 -0.367
H -3.93181 -6.10663 -1.52896 0.065 -0.185 0.681
H -0.00875 5.03340 3.47297 0.775 -1.600 0.191
O 1.85137 1.15726 -2.63003 0.862 1.095 1.662
H 0.95820 -1.52345 -4.26747 0.302 0.015 0.375
H -4.06773 5.06522 2.80076 0.073 0.106 -0.481
C -5.19600 6.60450 4.65106 0.710 -1.560 0.930
C 5.74789 -1.19324 -2.33222 -1.629 1.442 -0.329
C -2.97865 1.33821 -5.47448 1.575 0.448 0.091
H -2.02953 -5.43572 2.65959 0.585 -0.644 -0.057
H 2.85315 3.57383 0.07980 -0.766 0.645 -0.364
H 0.43999 -0.15666 -8.75407 -0.297 -0.246 0.292
H 1.72991 -0.66047 -0.77812 -0.313 0.959 0.087
C 4.34464 -1.27507 -3.16310 3.239 -0.195 1.539
O -2.94005 -4.80034 4.34360 1.333 0.573 -0.064
O 2.54754 3.75152 -3.03865 0.227 -0.941 -1.376
C 0.70647 5.01179 5.58158 -0.163 -0.117 0.664
C -0.34324 -1.14867 -1.16410 0.134 -0.449 -1.707
C -3.48893 2.45925 -1.13490 -0.038 1.199 0.328
H 2.17198 0.73052 -4.45947 -0.161 0.630 -1.412
C 0.87699 2.52202 0.24498 1.258 1.147 0.635
C -2.52010 3.89470 2.03812 -0.125 -1.040 1.210
C -2.02348 0.22796 -5.00317 -1.266 -0.540 0.510
N 0.72316 -1.33511 0.97983 1.911 -0.564 -0.183
H 2.34238 -2.52502 1.49352 0.074 -0.190 0.330
C -3.08308 2.69238 1.20885 -0.363 1.019 1.513
H 0.37795 6.06087 7.25378 -0.124 0.102 -0.174
H 0.25587 1.35031 4.58645 -0.392 -0.395 -0.294
O -3.11255 -4.94219 -2.88961 -0.341 1.181 -1.886
C -1.72662 -4.92408 3.57313 0.417 -0.220 -0.786
O 2.29486 3.42964 2.07922 -0.494 -1.263 -1.108
H 0.95898 -7.34964 3.44411 -0.123 -0.555 0.145
H 0.78016 2.25629 -0.80768 0.395 0.380 0.025
H 1.56518 5.65308 5.38292 -0.214 0.469 0.015
H -3.55026 3.25766 -1.87441 0.436 -0.095 -0.307
H 3.53678 -0.98995 -2.48917 -0.106 -0.351 0.252
H 4.33922 -0.49964 -3.92911 0.141 -0.624 -0.656
H 3.44253 -4.98009 2.58250 0.046 0.507 0.566
H -0.52264 -2.33896 -3.79172 0.017 -0.390 -0.443
C -1.01838 -3.63763 3.09730 -2.891 0.919 0.740
O 4.33351 -2.63695 -3.58806 -0.833 0.852 -0.492
O 0.73069 -2.08020 -7.03960 0.392 -0.237 0.681
H 0.09091 -2.79086 1.86674 0.275 0.970 -1.178
H -2.61762 -4.15233 -2.65993 -0.058 -0.075 0.208
C -4.06963 3.53763 4.10421 1.597 -0.033 -1.426
H -1.64086 3.48054 2.53158 0.118 -0.300 0.284
H -0.94955 -5.20462 -1.41572 0.018 -0.126 -0.888
H -4.24747 1.74289 -1.45041 0.237 -0.569 0.370
H -1.76622 -4.15783 0.55604 0.666 -0.114 0.091
H -0.95673 -5.41534 4.16813 -0.656 -0.855 0.079
H -0.52539 -3.19171 3.96115 0.602 0.026 -0.170
C 2.76218 2.83091 -4.14521 1.105 -0.490 1.290
H -3.48225 2.63992 4.29711 0.894 0.348 0.684
O 0.23192 5.15727 6.96434 0.212 -0.030 -1.380
H -0.94214 -0.27628 -0.90267 0.608 0.398 0.398
H 5.97113 -0.17583 -2.01107 -0.298 0.396 -0.077
H 3.05104 4.00220 2.22742 0.089 -0.084 -0.248
H -5.07915 3.60420 5.93039 0.121 0.602 0.737
H 1.95792 1.38894 4.47012 0.280 0.086 0.782
C 2.33293 2.85761 0.71579 0.195 0.917 -0.303
C -2.94597 -5.94880 -1.96636 0.366 0.575 1.241
H 0.71956 1.51543 1.84716 -0.083 -0.317 0.534
H 1.46546 -2.25311 -0.87670 -0.490 -0.861 0.649
C 1.86982 1.63702 -3.93501 -1.323 -0.016 -1.315
C 0.43448 -1.97056 -3.42254 -1.795 -0.055 0.505
H 6.65993 -1.51832 -2.83285 -0.396 -0.311 -0.790
O -0.30131 -3.66684 1.88705 -0.004 -1.996 1.086
H -1.09862 -1.93415 -1.14081 0.382 -0.704 0.387
O -1.09545 6.27283 4.39270 -0.103 1.518 1.037
H -3.99419 1.05639 -5.75259 0.164 -0.632 0.069
H 6.34113 -1.92196 -0.65366 -0.006 -0.220 0.178
H 2.65926 3.32105 -5.11334 -0.138 -0.117 0.207
H 3.04996 2.05111 0.56237 -0.364 -0.885 0.916
H -0.99399 0.57601 -4.91884 0.036 0.260 -0.510
H 3.32466 -6.61078 2.29332 -0.679 -0.595 0.086
H -1.88401 -3.00451 2.90252 -0.206 0.696 0.191
H 0.41406 -0.38615 1.13486 -0.141 0.097 0.208
H -1.39103 -1.13495 -6.29639 0.020 -0.033 -0.132
H -2.22981 2.01669 1.15000 0.128 -0.095 -1.364
H -1.54154 -6.33044 -0.33835 -0.580 -0.072 0.695
H -2.70757 -6.87152 -2.49538 0.557 -0.114 0.202
C -0.38498 5.06496 4.49550 -0.110 0.495 0.611
O -2.29407 -4.31468 -0.23033 -1.136 -0.664 -0.497
C 1.40795 -0.17372 -8.25320 1.152 0.734 -0.315
C 0.96623 -1.37413 -0.46896 -0.415 -0.048 1.140
H -4.87987 3.01483 3.59600 -0.759 0.643 0.000
H 2.53276 3.04492 -2.38895 -0.280 0.440 1.270
O -2.33364 2.00392 -6.59075 -0.557 0.030 0.578
H 0.67249 -1.43259 -6.33333 -0.135 -0.010 0.414
C 1.80380 -1.60358 -7.82586 -1.178 1.357 -1.480
H 4.76843 -3.07510 -2.85290 -0.101 -0.519 0.082
H -3.80264 2.11395 1.78829 0.051 0.071 0.710
H 0.30937 3.41570 0.50430 -0.193 0.312 -0.435
H 2.83129 -0.87463 1.34369 -0.091 0.463 -0.275
H -2.23723 -0.18079 -4.01558 -0.430 0.566 0.406
H 4.18924 -6.91006 4.47681 0.249 -0.224 0.195
H -2.05199 4.72553 1.51021 -0.589 -0.055 -0.722
H 1.25364 -2.08849 3.62046 -0.769 0.336 0.162
H 1.20184 -5.38922 3.45655 0.240 0.296 -0.797
H 2.10255 0.28209 -8.95880 0.329 -0.516 -0.371
O 4.44392 -6.16512 3.92744 -0.054 0.201 0.144
O 1.45020 0.68951 -7.10917 -0.308 -0.707 0.629
H 0.89693 2.06020 -4.18503 -0.621 -0.766 -0.332
H 3.73753 2.35800 -4.03050 0.844 0.738 -0.309
H -5.14782 6.86677 5.70794 -0.501 0.910 -0.075
H 1.07642 0.59382 -2.56996 -0.414 -0.714 0.232
C 1.12225 0.69149 4.52777 0.926 1.043 -0.488
C -4.56574 4.34292 5.31492 -0.573 -0.269 -3.075
H 1.37635 1.61536 -7.35195 -0.157 -0.089 -0.223
C 2.02050 -5.90353 3.95991 -0.714 0.743 -1.332
N -3.32454 4.46534 3.12926 -1.028 -0.525 1.156
H -4.16832 6.72834 4.30955 0.086 -0.003 -0.364
C 2.01581 -1.50533 1.69769 -0.736 -0.128 -0.212

89
Properties=species:S:1:pos:R:3:forces:R:3 method="wB97M-V/def2-TZVPD" homo_ev=-11.881 e_tot_ev=-835734.8613 lumo_energy_ev=-5.583 charge=+1 homo_lumo_gap_ev=6.30
Cl 3.91543 3.65407 -1.56222 -0.397 -0.238 0.263
Cl 0.45665 2.42105 3.82781 -0.212 -0.025 -0.084
Cl 1.38418 8.48317 -5.24820 -0.023 -0.040 -0.009
C 7.76811 5.15037 -2.17734 0.082 -0.001 0.041
H -7.16588 -6.82376 8.24114 -0.604 -0.538 0.906
Cl 1.45029 -3.28649 4.17128 0.565 0.076 -0.317
Cl -1.33676 -1.76549 7.93170 -0.062 -0.057 -0.067
Cl -7.12557 1.30553 5.22732 0.000 -0.010 -0.012
Cl 2.08831 2.65562 -5.53688 0.031 -0.114 -0.051
Cl -2.11996 3.71964 3.95289 0.210 -0.017 -0.020
Cl -5.09797 0.30361 3.43027 -0.222 -0.109 0.053
C -1.89559 -2.24791 6.32920 0.230 0.222 0.031
C -1.12144 2.58711 3.03784 0.093 0.101 -0.037
C 3.09461 -3.38454 3.51356 0.104 0.068 -0.056
Cl 3.80413 10.27922 -2.99997 -0.007 0.030 -0.042
Cl 3.82876 -1.77805 3.53090 -0.037 -0.028 -0.008
Cl -0.89769 -3.58148 5.73383 -0.566 -0.144 0.452
O -8.51689 -4.96096 4.71288 0.952 0.638 0.448
H -8.81103 -5.84587 4.45552 -0.333 -0.188 -0.255
C -3.76889 3.10555 -3.77272 0.006 0.052 -0.013
C -4.31330 -4.36751 2.17875 0.546 -0.024 -0.146
C 5.25205 -1.67217 -2.08181 0.077 0.087 -0.173
C 5.39222 2.15965 3.16023 0.077 0.054 0.015
Cl 2.55207 1.28555 -0.63120 -0.377 0.395 0.315
Cl 4.35911 0.90954 -5.22422 -0.070 0.108 -0.287
Cl 4.52553 13.02673 -3.50982 -0.035 -0.031 -0.009
Cl -3.99875 2.30846 -5.33293 0.011 -0.008 0.045
Cl 6.15495 4.90710 -2.86276 0.363 0.230 -0.309
C -5.49845 1.58324 4.58684 0.072 0.129 -0.022
C -1.03856 -8.23938 -6.07847 0.038 -0.053 -0.047
Cl -2.08554 -0.41889 -2.95826 0.005 -0.193 0.049
Cl 4.27800 -2.51919 -0.86689 0.241 0.228 0.105
Cl -2.05225 3.09613 -3.35785 0.017 0.062 -0.022
C 2.62744 0.97381 -5.56712 0.004 0.005 0.020
Cl 2.29312 6.61938 -7.25421 -0.018 -0.016 0.036
Cl -4.31406 -2.82390 1.33391 -0.454 -0.225 0.335
Cl -4.67965 2.23927 -2.52742 0.006 0.018 0.002
H -5.89492 -6.37756 4.74441 0.697 0.591 -0.466
Cl -4.34395 4.77273 -3.86935 0.014 -0.047 0.000
Cl 2.30769 0.26543 -7.15454 0.007 0.036 0.062
Cl -3.59345 -2.76055 6.42708 -0.083 0.034 0.098
Cl -1.91632 1.00568 2.98686 0.132 0.305 -0.314
Cl -5.91995 -4.63121 2.90684 -0.291 0.001 0.063
Cl -1.75266 -0.88993 5.21326 -0.057 -0.343 0.285
Cl -0.48702 6.66198 -6.48092 0.028 -0.020 0.028
Cl -0.91569 3.18460 1.39056 -0.220 0.100 0.225
Cl 5.00432 -2.43135 -3.65907 -0.020 -0.006 0.051
O -7.01622 -7.34097 7.44552 0.299 1.112 -0.122
C 3.48941 11.69001 -4.01992 0.054 0.017 -0.009
Cl 7.92144 6.81766 -1.61556 -0.018 -0.048 -0.017
O -5.70548 -6.52621 5.67925 -0.662 -0.386 -0.710
S -8.11103 -5.07055 6.28978 -1.499 -0.024 0.732
Cl 3.83201 11.29059 -5.70790 -0.011 0.000 0.068
Cl 1.79319 12.16289 -3.86057 0.019 -0.035 -0.011
C -1.23811 -0.75725 -1.44701 0.118 0.170 -0.111
H -7.42230 -3.94531 6.63585 0.099 -0.074 -1.018
Cl 1.75077 0.06497 -4.32641 -0.019 -0.009 0.000
Cl -0.82106 0.75873 -0.65906 -0.150 -0.131 -0.018
C 2.43616 3.03787 -0.81531 -0.043 -0.090 0.049
C 1.17356 6.86011 -5.90896 -0.009 0.077 -0.057
Cl 6.21854 1.02619 4.23688 -0.042 0.007 -0.015
Cl 0.23225 -1.67932 -1.78192 -0.019 -0.019 0.054
Cl -0.95752 -6.73180 -6.99898 -0.007 -0.027 0.032
C 0.86548 -5.74211 -1.76292 0.142 -0.020 0.004
Cl -2.27456 -1.69240 -0.35743 0.275 0.055 -0.315
Cl 5.42500 1.53190 1.51132 -0.038 -0.012 -0.001
Cl 1.05066 3.41153 -1.85510 0.018 0.151 -0.003
B -6.76959 -6.46428 6.45454 1.158 -1.061 0.444
Cl 3.71305 2.35668 3.69220 0.167 -0.063 -0.028
Cl -3.95883 -5.66942 1.04590 -0.103 0.058 0.066
Cl -2.70482 -8.51720 -5.55133 0.024 0.008 -0.006
Cl 6.96101 -1.76069 -1.64490 -0.092 -0.008 0.027
Cl 0.01198 -8.11614 -4.66281 -0.211 -0.142 -0.350
Cl 2.21384 3.79074 0.76715 0.282 0.063 -0.167
Cl 6.20937 3.72467 3.21025 -0.041 -0.039 -0.009
Cl 1.54612 -7.33443 -2.20093 -0.082 0.438 0.280
Cl -0.51182 -9.58278 -7.09839 -0.026 0.047 0.034
Cl 1.50686 5.66618 -4.64713 -0.024 0.090 0.093
Cl 2.18764 -4.56778 -1.67390 -0.147 -0.246 -0.014
Cl -4.33575 1.56389 5.91591 -0.062 -0.031 -0.009
Cl -3.09655 -4.34154 3.45489 -0.115 -0.067 -0.168
Cl -5.44254 3.14972 3.77413 -0.183 -0.163 0.027
Cl 8.98749 4.82671 -3.41278 -0.051 0.004 0.039
Cl 4.05636 -4.48617 4.50473 -0.050 0.029 -0.027
Cl 0.07903 -5.86762 -0.18268 0.029 -0.009 0.028
Cl 4.73197 0.01285 -2.14511 0.578 -0.491 0.021
Cl -0.31245 -5.17634 -2.94536 0.056 -0.153 -0.003
Cl 7.99224 4.04377 -0.81686 -0.035 0.008 -0.013
Cl 3.03138 -3.98671 1.85373 -0.096 -0.079 0.041

The evaluated maximum force for the records listed, in turn: 0.070 0.032 hartree/bohr.